(1)
150
Properties=species:S:1:pos:R:3:forces:R:3 method="wB97M-V/def2-TZVPD" max_force_ev_per_a=2.24 e_above_lowest_kj_mol=37.0 total_energy_ha=-2427.64191 lumo_energy_ev=0.473
C -1.139368 -12.197831 25.430905 0.1754 -0.1443 0.6615
C -0.056445 -11.779728 24.464196 -0.5975 -0.4278 -1.0415
C 0.629681 -12.941443 23.771848 1.2772 0.0502 0.1621
O -0.678123 -10.979747 23.439710 0.3539 0.4532 0.3832
H -0.787864 -12.868482 26.221462 0.1926 0.0325 -0.0918
H -1.946268 -12.719994 24.914656 0.0046 0.1036 -0.1398
H -1.538903 -11.316572 25.926650 -0.1398 0.0230 -0.0751
H 0.717715 -11.177327 24.938464 -0.1764 0.2017 0.1476
H 1.511199 -12.572224 23.236628 -0.2056 0.1488 -0.1750
H 0.007446 -13.439560 23.030618 -0.2325 -0.1805 0.2618
H 1.070599 -13.645851 24.482820 -0.4469 -0.1912 0.0179
H -0.944544 -11.574885 22.725986 -0.2617 -0.0549 -0.0360
C -6.618775 -4.977719 24.523297 0.7398 0.0036 1.0490
C -6.305301 -4.771303 23.046189 -0.8351 -0.4562 1.3091
C -7.096871 -3.601306 22.524040 -0.2705 0.7669 -1.0046
O -4.913732 -4.564973 22.921678 0.1947 -0.0710 -0.0772
H -7.668256 -5.141614 24.764976 -0.1221 0.0346 -0.4114
H -6.273815 -4.140317 25.142145 -0.0958 0.1724 -0.2672
H -6.073123 -5.836275 24.931344 -0.1094 0.0023 -0.2413
H -6.600503 -5.734076 22.607938 -0.0300 0.3536 -0.5231
H -7.077541 -3.523978 21.430430 0.1562 -0.1716 0.0572
H -6.684226 -2.653504 22.884523 0.1531 -0.1540 0.1994
H -8.154398 -3.578816 22.790942 0.0489 -0.4260 0.2053
H -4.746270 -4.070635 22.104672 -0.0144 0.0684 -0.1063
C -0.069187 -9.878808 20.498994 -0.2467 -1.0777 -0.4687
C -0.860429 -9.508829 19.254086 -0.3191 0.1811 -0.6998
C -1.632800 -10.669200 18.642313 0.2096 -0.1788 -0.7939
O -1.747149 -8.411079 19.469101 0.1303 -0.0943 0.3246
H 0.893451 -9.376218 20.520997 -0.1312 0.2695 0.5068
H 0.124738 -10.959024 20.488457 0.2738 0.0726 -0.2347
H -0.686747 -9.792152 21.386953 0.3018 0.6566 0.1263
H -0.195658 -9.153547 18.460709 0.1869 0.0163 0.1749
H -2.146526 -10.313700 17.744777 -0.3341 0.1882 0.2897
H -2.336850 -11.143059 19.326128 0.0161 0.0097 0.0687
H -0.958035 -11.419748 18.211365 0.0996 -0.1176 0.5255
H -2.266391 -8.641513 20.258393 -0.0139 0.2079 0.0722
C -2.090124 -3.245740 21.581675 0.4050 1.6381 -0.9788
C -2.918746 -2.958201 20.322084 -1.2954 -0.7049 1.6809
C -2.979776 -4.197070 19.480712 0.5103 0.4292 -1.3315
O -4.283092 -2.679329 20.786119 0.2686 -0.1045 -0.3357
H -2.247599 -2.394235 22.252004 0.0846 -0.1998 0.2728
H -1.041889 -3.180227 21.274797 0.1252 -0.5372 0.3908
H -2.366013 -4.172270 22.071735 0.0776 -0.1222 -0.0532
H -2.593889 -2.064366 19.790920 0.3120 -0.1406 -0.1533
H -3.772917 -4.171949 18.731469 -0.1324 0.1113 0.1626
H -3.062633 -5.111070 20.057619 0.0527 0.0048 0.1580
H -2.054174 -4.206155 18.894471 0.0580 -0.3942 0.1513
H -4.198368 -1.950236 21.410110 -0.1845 0.0213 0.0231
C -4.204151 -7.721143 23.836748 -0.6392 0.0642 0.3903
C -3.242282 -7.592028 22.673536 -0.3636 0.6892 0.2953
C -1.978709 -6.920369 23.146518 1.0727 -0.1617 0.3478
O -2.976755 -8.857305 22.082659 -0.0152 -0.1390 -0.4630
H -5.220446 -7.997003 23.542154 0.1397 -0.2174 -0.2609
H -4.331961 -6.753804 24.327298 0.3134 -0.0832 0.0187
H -3.875577 -8.464240 24.567612 0.1853 0.1330 -0.0496
H -3.743063 -6.971474 21.924348 0.1442 -0.1807 -0.2208
H -2.136069 -6.004948 23.716458 -0.3627 -0.0813 0.0187
H -1.226978 -6.659551 22.397807 -0.3232 -0.2083 -0.3712
H -1.460399 -7.625166 23.812186 -0.0217 0.1430 0.1181
H -2.305908 -9.321632 22.601990 -0.0222 0.0447 0.1891
C 3.329641 -5.170544 20.378905 0.0960 -0.4491 -0.1275
C 1.864444 -4.831763 20.615802 0.2692 -0.0512 -0.4393
C 0.912690 -5.928698 20.158900 -0.4149 0.2611 0.1920
O 1.660314 -4.492422 21.981795 -0.0560 -0.0573 -0.2934
H 3.536978 -6.186462 20.731905 0.0762 0.0753 0.0968
H 3.981889 -4.477519 20.907419 -0.0447 0.0750 0.0122
H 3.592848 -5.149650 19.318416 -0.0966 0.0259 -0.0057
H 1.642488 -3.966223 19.982725 -0.1284 0.3256 0.5093
H 1.222129 -6.932466 20.458299 0.1437 0.0155 -0.1298
H 0.751030 -5.861762 19.082661 0.1800 -0.3375 -0.0516
H -0.066403 -5.757922 20.613830 0.0013 0.0317 -0.0379
H 1.581199 -5.328696 22.466999 -0.2645 0.2776 0.2998
C -4.080253 -10.610547 28.640558 1.0157 0.6039 0.4424
C -4.992283 -10.453586 27.452829 -0.5226 -1.3213 -0.9556
C -4.268750 -10.720753 26.143204 0.4355 0.4414 -0.8815
O -6.131534 -11.337829 27.525210 0.0883 0.2864 0.2343
H -4.452956 -10.117313 29.538001 -0.1929 -0.1716 0.0016
H -3.108947 -10.146914 28.423218 -0.1856 0.2362 -0.0270
H -3.787109 -11.631782 28.892758 -0.5435 -0.2037 -0.2090
H -5.438989 -9.464068 27.370206 0.1608 0.1482 0.3430
H -3.871982 -11.723599 25.960250 -0.0562 -0.1682 0.7369
H -3.416551 -10.040134 26.049073 -0.0337 -0.0655 -0.0054
H -4.889198 -10.552958 25.257779 -0.2781 0.2587 0.2905
H -5.820215 -12.211340 27.269525 -0.0382 -0.0655 0.0680
C 3.314069 -6.676681 24.102690 0.1525 0.2160 -0.2626
C 1.974531 -6.927386 24.801056 -0.2240 0.1793 -0.0878
C 2.029946 -6.818940 26.317826 0.4368 -0.5014 -0.0872
O 0.947589 -6.047150 24.289144 0.5061 -0.3083 0.2140
H 4.164775 -6.613129 24.783220 -0.0423 -0.3955 0.0752
H 3.338056 -5.731088 23.557861 -0.2813 0.0855 0.1103
H 3.465193 -7.451528 23.349932 0.3425 -0.0154 0.0906
H 1.672535 -7.938834 24.522278 -0.3074 0.0435 0.0915
H 2.657160 -5.987104 26.640414 -0.2341 0.1873 0.0074
H 2.488086 -7.725959 26.723311 -0.0100 0.0490 0.0220
H 1.025694 -6.740561 26.729048 -0.0019 0.1028 0.0647
H 0.911255 -5.322742 24.930747 -0.2659 0.1899 -0.1044
C -4.297937 -11.818820 22.233873 -0.8527 0.7827 0.6321
C -3.456856 -13.043268 22.175475 -0.1599 -1.3306 -0.2118
C -4.134104 -14.139954 21.347498 -0.1106 0.3259 0.1528
O -2.189895 -12.725871 21.581489 0.1162 0.1567 0.4341
H -4.414078 -11.389403 21.239297 0.1293 0.2712 0.0971
H -3.987776 -11.080798 22.976766 0.7536 0.1678 -0.5061
H -5.300663 -12.000828 22.640616 -0.0148 -0.6422 -0.4230
H -3.345050 -13.467014 23.183408 0.3600 0.2429 0.0539
H -4.194972 -13.833067 20.302093 -0.2223 0.0753 0.0279
H -5.127043 -14.270635 21.781603 -0.0728 -0.2229 -0.3163
H -3.616124 -15.100743 21.369907 0.1305 0.0577 0.1823
H -1.721473 -13.559444 21.467921 0.0362 0.0132 -0.1360
C 0.147622 -1.371298 26.018834 0.1043 -0.1242 0.4178
C -0.289854 -2.811395 26.244359 1.0535 -0.4826 -1.3716
C -1.157144 -3.339031 25.118937 -1.0058 0.2985 0.2907
O 0.912498 -3.634758 26.181491 -0.0296 0.1038 0.5128
H -0.702192 -0.695705 25.936704 0.0360 0.0779 -0.0365
H 0.763199 -1.316343 25.116779 -0.2771 0.0438 -0.1902
H 0.805264 -1.053034 26.829741 -0.1910 0.0847 0.1052
H -0.734831 -2.957440 27.224087 0.0253 -0.1068 0.0719
H -1.292481 -4.418111 25.189123 0.0278 0.0038 0.1590
H -0.730194 -3.132247 24.135905 0.1249 0.1245 0.0671
H -2.150072 -2.879926 25.175968 -0.0043 -0.0477 -0.2277
H 1.370807 -3.318054 25.394446 0.2093 -0.0092 0.0186
C -5.707959 -6.081655 19.946249 0.3562 -0.0887 -0.4705
C -6.607250 -6.720593 18.863048 0.8141 -0.5920 -0.4189
C -5.625642 -7.455969 17.909289 0.6876 0.1991 -0.1224
C -5.043151 -8.715814 18.504711 -0.8027 -0.9398 0.4909
C -6.245046 -9.606032 18.856266 1.0808 0.1552 0.4987
C -7.197274 -8.992504 19.885147 -0.3257 -0.7394 -0.4167
N -7.590405 -7.667078 19.394328 -0.3748 -0.0087 -0.3655
O -8.355229 -6.980896 20.396663 0.1348 -0.2278 -0.1320
C -8.460132 -9.894342 19.868438 0.0088 -0.0957 0.3546
C -6.579156 -9.006122 21.272219 0.3790 0.4119 0.9211
C -7.341403 -5.729733 17.962620 0.1969 0.4283 0.4219
H -5.640419 -4.999916 19.834534 -0.3486 0.0761 0.3241
H -4.694377 -6.429657 19.746234 0.0634 -0.0031 0.2569
H -5.934847 -6.397831 20.958650 -0.3176 0.3735 -0.1152
H -6.044839 -7.683132 16.924895 -0.3568 -0.0066 0.1448
H -4.835527 -6.719356 17.733849 -0.0099 -0.0521 -0.2145
H -4.429440 -8.550345 19.392073 -0.0427 0.2255 -0.0090
H -4.433456 -9.334139 17.844873 0.2024 0.5325 -0.3415
H -5.867626 -10.525774 19.317007 -0.1930 -0.1691 -0.2467
H -6.746093 -9.844323 17.917479 -0.2719 -0.0562 0.1204
H -8.495291 -10.628293 20.679439 0.1704 0.3212 0.2478
H -9.343937 -9.265266 19.946049 -0.1912 -0.2299 -0.0668
H -8.498189 -10.523841 18.979778 -0.1738 0.3998 -0.2890
H -7.262039 -8.683287 22.063065 -0.2558 0.1411 -0.2957
H -6.238984 -9.987375 21.605123 -0.0569 -0.1666 -0.4193
H -5.714900 -8.347595 21.358115 0.0871 -0.1052 -0.1827
H -7.887217 -4.988289 18.548813 -0.3764 -0.2300 -0.0842
H -7.962882 -6.317903 17.290882 -0.3369 0.2331 0.0577
H -6.649364 -5.148785 17.346085 0.1944 -0.1571 0.0968
H -9.252494 -7.136060 20.087247 -0.1105 0.2285 0.0995



(2)
8
Properties=species:S:1:pos:R:3:forces:R:3 method="wB97M-V/def2-TZVPD" max_force_ev_per_a=3.84 e_above_lowest_kj_mol=316.4 total_energy_ha=-5897.50042 lumo_energy_ev="-1.471 / -1.469"
C -0.303099 -0.673108 -0.233060 2.6293 2.7948 0.1333
C -1.388498 0.024402 -0.008961 -1.1501 1.4680 0.3412
C 1.761558 0.427808 -0.220409 -3.1070 -0.9068 0.4888
O 2.309744 1.284426 -0.781071 -0.2950 -0.3731 -0.1793
F 2.140059 -0.195590 0.873609 0.5423 -0.0582 0.0515
Cl 0.129034 -2.248357 -0.110319 -0.2830 -1.2020 -0.1970
Br -3.215687 -0.593770 0.175374 1.1126 -0.3402 -0.1392
Br -1.433108 1.974188 0.304838 0.5509 -1.3826 -0.4993